Entry 1:
DFT (wB97M-V/def2-TZVPD) results for a cluster of 2 separate species, C3H3O3 in total in a non-equilibrium geometry.

The geometry in XYZ format:
```
9
Properties=species:S:1:pos:R:3
O 2.409 -0.380 0.368
O 4.525 0.240 -0.239
O -2.623 1.299 0.012
C -1.910 0.321 -0.054
C -1.096 -0.629 -0.212
C 3.477 -0.070 0.072
H -0.148 -0.715 0.322
H -1.263 -1.438 -0.916
H -3.371 1.372 0.647
```

Output
molar mass: 87.05 g mol⁻¹
HOMO: -15.98 eV
total charge: +1
energy above the lowest of the compared OMol25 structures with the same formula, charge and spin: 9.8 kcal per mole

***

Entry 2:
DFT (wB97M-V/def2-TZVPD) results for the molecule C2H4N2O2S in a non-equilibrium geometry.

The geometry in XYZ format:
```
11
Properties=species:S:1:pos:R:3
S 0.058 -1.155 -0.090
O 2.362 -0.173 -0.150
O -1.949 0.601 -0.327
N -0.776 1.431 0.134
N 1.533 0.917 0.173
C 0.202 0.555 0.069
C -1.786 -0.637 0.247
H -1.631 -0.516 1.322
H -2.779 -1.029 -0.225
H 2.595 -0.931 0.707
H 1.796 1.594 -0.585
```

Output
molar mass: 120.13 g mol⁻¹
HOMO: -8.90 eV
SMILES: ONC1=NOCS1
total charge: 0
energy above the lowest of the compared OMol25 structures with the same formula, charge and spin: 136.8 kcal per mole

***

Entry 3:
DFT (wB97M-V/def2-TZVPD) results for a structure of composition C47H96F2N2O5Si2 in a non-equilibrium geometry.

The geometry in XYZ format:
```
154
Properties=species:S:1:pos:R:3
Si -2.728 -4.032 -1.846
Si -3.959 -1.604 -2.393
F -2.506 1.458 -0.727
F -6.081 1.055 -0.319
O 0.615 -0.432 -5.293
O -6.549 -0.200 -2.233
O -2.658 -2.335 -1.464
O -0.984 -3.302 -4.307
O -3.614 -0.180 0.518
N -6.183 -5.187 -0.962
N -4.258 0.072 -1.794
C 1.955 -0.495 3.758
C 4.269 -1.026 7.936
C 1.926 -1.591 -0.962
C -0.833 2.114 -6.914
C -0.086 2.163 6.033
C -4.049 1.261 -5.084
C -4.414 2.533 -4.332
C 7.458 1.118 10.828
C 3.739 -1.076 0.790
C 0.559 4.644 8.794
C -5.091 5.880 -5.922
C 7.237 -0.204 10.105
C -0.126 -2.902 -5.423
C -5.958 3.496 -6.169
C 2.937 -1.551 -2.186
C 0.970 -0.764 -3.947
C 2.811 -3.014 3.516
C -4.376 -4.135 0.631
C 1.257 2.391 6.729
C 0.771 1.709 -8.851
C 0.315 -2.480 3.888
C 1.667 -1.968 3.110
C 2.474 -1.151 -3.643
C -5.678 0.305 -1.478
C -0.988 -4.764 -2.264
C -0.582 2.267 -8.408
C -3.299 -4.964 -0.235
C 2.473 -2.063 0.504
C 6.031 0.811 8.054
C -0.629 0.754 6.228
C -5.794 3.078 -4.704
C 1.236 2.248 8.254
C 0.252 3.164 8.983
C -0.001 -0.783 -2.731
C -0.647 -4.635 -3.848
C -4.968 4.553 -6.660
C 2.088 3.902 -8.479
C -0.343 -1.374 -5.856
C 2.209 4.266 -9.953
C 2.949 -3.615 0.253
C -3.466 0.396 -0.587
C 1.273 -1.919 1.556
C -5.862 -4.074 -0.019
C 4.629 0.356 8.463
C 1.994 2.395 -8.236
C 0.458 -1.207 -1.280
C 7.178 -0.056 8.583
H 2.304 5.349 -10.067
H 2.315 -4.311 0.932
H 4.018 -3.673 0.672
H -5.773 -5.009 -1.895
H 2.899 -3.110 4.671
H 0.076 0.010 5.846
H -0.343 -1.202 -0.468
H -4.384 6.606 -6.332
H 8.391 1.587 10.503
H 6.174 1.845 8.384
H 2.969 4.284 -7.953
H 2.247 2.438 8.631
H -4.873 5.772 -4.857
H 3.439 -0.046 0.361
H -3.997 1.428 -6.162
H 0.814 0.641 -8.605
H -0.825 2.893 6.377
H 4.631 -1.439 0.158
H 1.010 1.209 8.518
H 2.962 -0.056 3.445
H 4.935 -1.797 8.333
H 0.983 -3.185 -5.253
H 8.061 -0.880 10.356
H -3.939 4.184 -6.584
H -0.196 -1.335 -7.008
H -3.671 -4.218 -2.949
H -3.695 -6.004 -0.507
H 4.324 -1.054 6.843
H 0.549 -2.912 4.923
H 0.487 4.942 7.745
H -1.372 1.733 -8.949
H 3.249 -1.288 8.229
H -0.508 -1.682 3.910
H -5.864 -6.091 -0.588
H -6.549 2.317 -4.476
H 1.565 4.883 9.151
H 7.522 0.951 11.907
H -6.098 6.292 -6.026
H 0.833 1.765 -9.944
H 1.990 1.681 6.326
H 2.494 -4.048 3.113
H 0.045 2.341 4.960
H 8.124 0.373 8.232
H -6.978 3.871 -6.308
H 6.639 1.818 10.651
H 1.333 3.949 -10.522
H -0.224 -4.096 -1.701
H -4.404 2.318 -3.258
H -3.644 3.293 -4.500
H 1.071 0.223 3.636
H -6.094 -3.089 -0.550
H -1.571 0.636 5.685
H 2.896 1.915 -8.634
H -5.144 -2.456 -2.401
H -0.776 2.958 8.665
H 3.240 -1.170 -4.504
H -0.677 3.321 -8.691
H -1.105 -0.479 -2.871
H -3.069 0.899 -4.758
H 0.464 -2.691 1.246
H 6.093 0.835 6.960
H 3.862 -2.767 3.142
H -1.261 -5.419 -4.424
H -2.332 -5.076 0.397
H -0.099 -3.335 3.218
H 4.048 -1.851 -2.069
H -6.603 -4.178 0.869
H 0.464 -4.877 -3.987
H 2.010 2.213 -7.156
H -0.913 -5.843 -1.878
H -3.447 -1.573 -3.783
H 2.040 -0.699 4.900
H 1.626 3.387 6.461
H -1.451 -1.062 -5.697
H 4.519 0.375 9.552
H 6.324 -0.680 10.479
H -0.467 -3.561 -6.319
H -5.875 2.612 -6.811
H 0.767 -0.886 1.386
H -6.022 3.929 -4.054
H -0.153 5.252 9.359
H -5.151 4.731 -7.726
H -0.099 2.666 -6.322
H -4.782 0.471 -4.891
H -1.823 2.500 -6.656
H -4.475 -4.642 1.659
H 3.903 1.077 8.070
H 7.118 -1.054 8.136
H 3.095 3.802 -10.396
H -0.824 0.536 7.280
H 1.224 4.415 -8.044
H 4.053 -1.042 1.886
H 2.865 -3.927 -0.843
H -4.041 -3.041 0.774
H -0.791 1.064 -6.616
H 0.294 2.935 10.053
```

Output
molar mass: 863.46 g mol⁻¹
HOMO: -8.32 eV
total charge: 0

***

Entry 4:
DFT (wB97M-V/def2-TZVPD) results for a cluster of 3 separate species, C5H8O4 in total in a non-equilibrium geometry.

The geometry in XYZ format:
```
17
Properties=species:S:1:pos:R:3
O 0.716 -0.188 -1.414
O 1.585 0.849 0.362
O -0.465 -0.139 0.528
O -1.517 2.196 1.197
C -1.282 1.609 0.007
C 1.042 -1.783 0.979
C 0.779 -2.996 0.542
C -1.656 2.100 -1.164
C 0.636 0.016 -0.085
H 1.151 -3.886 1.054
H -0.161 -0.488 -1.698
H 0.188 -3.177 -0.354
H -2.346 2.941 -1.223
H 1.570 -1.501 1.882
H -1.292 1.693 -2.098
H 2.140 1.095 -0.394
H -1.088 1.657 1.878
```

Output
molar mass: 132.12 g mol⁻¹
HOMO (alpha / beta): -8.00 / -7.67 eV
total charge: 0
energy above the lowest of the compared OMol25 structures with the same formula, charge and spin: 156.5 kcal per mole

***

Entry 5:
DFT (wB97M-V/def2-TZVPD) results for a structure of composition C31H38GeN7O4STl.

The geometry in XYZ format:
```
83
Properties=species:S:1:pos:R:3
Tl 0.114 0.249 0.510
Ge 0.925 3.432 -0.605
S -0.892 -2.525 -0.521
O -2.888 -0.710 -4.475
O 3.671 0.703 -2.471
O -2.577 0.217 -2.462
O 2.175 1.786 -1.393
N 2.497 -1.155 0.162
N 3.979 -2.782 -0.038
N 0.147 0.496 -3.067
N -1.720 -4.768 0.558
N -2.157 -2.869 1.838
N -1.637 0.267 2.617
N 1.257 0.623 3.055
C -1.129 3.858 1.419
C 2.694 -2.402 -0.230
C -2.739 -3.663 2.738
C 0.540 4.467 -3.203
C 0.233 1.045 4.023
C 0.237 3.716 1.171
C 4.643 -1.712 0.513
C -0.121 3.818 -2.158
C 3.719 -0.717 0.630
C -2.246 -7.068 1.162
C -2.799 -5.057 2.591
C -1.627 -3.406 0.722
C 1.444 0.490 -3.364
C 1.172 4.117 2.128
C -0.189 4.962 -4.276
C -2.226 4.151 -3.269
C -1.506 3.657 -2.191
C -0.695 -0.071 -3.930
C -0.620 4.848 3.555
C -1.569 4.810 -4.302
C 0.741 4.680 3.321
C -2.273 -5.608 1.463
C -2.145 -0.153 -3.519
C 2.408 1.042 -2.336
C 4.550 -4.093 -0.350
C -3.339 -3.008 3.941
C -0.290 -0.614 -5.143
C 1.935 -0.034 -4.554
C 1.049 -0.576 -5.463
C -1.552 4.428 2.611
C -0.981 0.134 3.926
H 3.960 -4.881 0.109
H 4.581 -4.256 -1.425
H 0.318 5.477 -5.083
H -1.652 0.359 4.758
H 0.599 1.038 5.052
H 1.647 -0.272 3.326
H 1.937 -3.051 -0.650
H 5.688 -1.754 0.781
H -0.955 5.313 4.474
H 1.403 -0.973 -6.407
H -2.610 4.567 2.795
H -1.865 3.540 0.689
H -3.945 -2.154 3.635
H 1.617 4.592 -3.174
H -0.645 -0.901 4.028
H 3.825 0.087 -3.191
H -3.304 4.038 -3.295
H 5.562 -4.143 0.037
H -2.012 3.140 -1.391
H -3.954 -3.701 4.511
H -3.803 -0.759 -4.174
H 3.856 0.290 0.999
H -2.544 -2.636 4.591
H -1.352 -5.136 -0.305
H 2.987 0.007 -4.811
H 2.024 1.283 3.030
H 2.312 4.065 -0.668
H -1.229 -7.452 1.280
H -3.259 -5.681 3.343
H -1.015 -1.059 -5.810
H -0.064 2.070 3.781
H -2.139 5.219 -5.129
H 1.464 5.008 4.058
H -2.188 1.116 2.576
H 2.234 4.006 1.936
H -2.896 -7.614 1.841
H -2.561 -7.266 0.135
H -2.237 -0.526 2.416
```

Output
molar mass: 881.75 g mol⁻¹
HOMO: -12.57 eV
total charge: +2
energy above the lowest of the compared OMol25 structures with the same formula, charge and spin: 55.4 kcal per mole